[1]
Molecular formula: C18H30AsCl5F6N3O6RuS2Si3
Method: DFT, ωB97M-V/def2-TZVPD

Geometry as XYZ:
```
75
Properties=species:S:1:pos:R:3:forces:R:3:mulliken_charge:R:1
Ru -0.887533 0.530476 0.427156 -0.311 -0.126 0.734 -0.51
N 1.206666 0.034177 0.941938 0.017 0.050 -0.027 -0.12
N 1.811397 -1.251795 0.763451 0.004 -0.043 0.016 -0.54
C 1.771411 -1.898494 -0.485646 0.062 0.058 0.023 0.11
O 2.737273 -2.483238 -0.887712 0.030 -0.029 -0.021 -0.60
O 0.614944 -1.882060 -1.140468 -0.123 -0.048 -0.004 -0.50
H 1.770977 0.748014 0.475472 0.017 -0.041 0.007 0.35
H 1.291458 0.244399 1.936376 0.030 -0.027 -0.045 0.25
H 2.776297 -1.254023 1.076744 -0.035 0.011 0.021 0.32
F 1.279039 4.947845 3.407486 0.099 0.056 -0.034 -0.18
C 1.018673 4.807818 2.123131 -0.030 -0.023 0.160 0.65
F 2.005199 5.325561 1.410648 0.058 -0.003 -0.025 -0.19
F -0.114556 5.427636 1.819729 -0.003 0.081 -0.090 -0.21
S 0.881977 2.989227 1.686319 0.139 0.577 -0.068 0.92
O 1.443008 2.883208 0.368086 -0.165 -0.127 0.128 -0.67
O 1.483279 2.245245 2.756876 0.003 -0.096 0.065 -0.66
N -0.707917 2.700986 1.558293 0.387 -0.745 -0.533 -0.28
S -1.614631 2.811106 2.863025 -0.205 0.038 0.043 0.64
O -1.076465 3.661588 3.868330 -0.062 -0.111 0.036 -0.64
O -2.973205 2.938312 2.441069 -0.158 -0.101 0.013 -0.51
C -1.569274 1.092164 3.608804 0.040 -0.041 -0.045 0.72
F -1.299900 0.146428 2.625185 -0.098 -0.076 -0.001 -0.05
F -0.636967 0.951485 4.520136 -0.030 0.045 -0.039 -0.21
F -2.748170 0.760070 4.117336 0.089 0.083 -0.023 -0.20
C -2.225120 -1.219393 -3.460833 -0.011 -0.038 -0.006 -1.07
Si -2.124772 -2.620320 -2.234518 0.030 -0.010 -0.011 0.65
C -3.813455 -3.298088 -1.806852 0.049 0.017 0.010 -0.88
C -1.000491 -3.986716 -2.808056 0.020 0.030 0.011 -1.13
As -1.025994 -1.751385 -0.272422 0.082 0.278 -0.125 0.74
Si -0.809471 -3.564219 1.334528 0.005 0.000 -0.015 0.46
C 0.717344 -4.521578 0.870826 -0.018 0.001 -0.009 -1.22
C -2.314133 -4.650111 1.126242 0.016 0.016 0.006 -0.97
C -0.714359 -2.866316 3.057768 -0.009 -0.022 -0.025 -0.98
Si -5.221324 0.322606 0.813005 0.586 -0.193 -0.635 1.01
C -5.947933 -0.248061 -0.873103 0.023 0.004 0.044 -0.93
C -5.683609 1.561571 2.358719 -0.267 0.038 0.408 -1.36
C -7.082825 -0.422171 1.600425 -0.062 0.238 0.217 -1.18
H -2.282121 -1.638100 -4.468659 -0.034 0.000 -0.010 0.50
H -1.343168 -0.581213 -3.419887 0.006 -0.042 -0.034 0.26
H -3.109273 -0.597350 -3.308859 0.013 0.037 0.047 0.23
H -4.372583 -3.427324 -2.737326 -0.016 0.011 -0.005 0.43
H -4.391003 -2.647608 -1.152921 -0.027 0.029 0.037 0.00
H -3.737700 -4.273910 -1.328806 -0.012 0.004 -0.005 0.39
H -1.467173 -4.502278 -3.651169 -0.005 0.002 -0.014 0.40
H -0.825933 -4.726710 -2.024543 -0.011 -0.002 -0.006 0.23
H -0.034345 -3.598958 -3.130187 0.003 -0.007 0.017 0.33
H 0.809405 -4.690345 -0.202741 0.000 0.005 0.003 0.34
H 0.647498 -5.498717 1.357307 0.001 -0.006 -0.003 0.46
H 1.633106 -4.045284 1.216336 0.015 0.024 0.000 0.34
H -2.296542 -5.160563 0.162147 -0.009 -0.004 0.004 0.24
H -3.260055 -4.117240 1.223929 -0.012 0.020 -0.008 0.25
H -2.284969 -5.421131 1.901030 0.000 0.004 0.010 0.45
H 0.094973 -2.143584 3.157788 0.016 0.018 0.001 0.20
H -0.505643 -3.692875 3.742254 -0.005 -0.002 0.018 0.51
H -1.648111 -2.400510 3.374465 -0.001 0.015 -0.011 0.19
H -5.039572 -0.514527 -1.417689 -0.020 0.006 -0.024 -0.03
H -6.403963 0.621503 -1.340822 -0.028 -0.017 -0.032 0.44
H -6.646580 -1.077925 -0.853986 0.038 -0.031 0.040 0.47
H -5.028424 2.410347 2.230757 0.134 0.020 -0.156 0.34
H -5.398720 0.954187 3.215127 0.036 -0.040 -0.038 0.56
H -6.730477 1.831465 2.367957 0.019 0.049 0.039 0.48
H -7.022236 -1.427434 1.203446 0.106 0.015 -0.044 0.44
H -7.847545 0.202616 1.155336 -0.012 0.011 -0.027 0.33
H -7.004592 -0.363177 2.675956 -0.065 -0.040 0.023 0.47
Cl -0.518080 1.435905 -1.741677 0.059 0.143 0.084 -0.17
C -2.127209 2.025905 -1.350630 -0.375 -0.075 0.328 1.05
C -2.699377 1.279885 -0.303262 0.005 0.306 -0.285 -0.09
C -4.017550 1.611686 -0.079665 -0.176 -0.232 0.294 -0.45
Cl -4.056537 -1.206849 1.590076 0.003 0.041 -0.052 -0.33
C -4.644313 2.728989 -0.639765 0.217 -0.159 -0.054 0.88
Cl -6.299808 3.072809 -0.295793 -0.094 0.026 0.027 -0.10
C -3.953605 3.536412 -1.530638 -0.002 0.091 -0.069 0.18
Cl -4.688861 4.915462 -2.224130 0.005 0.030 -0.021 -0.18
C -2.655649 3.162200 -1.911476 0.037 0.016 -0.229 0.09
Cl -1.764305 4.067185 -3.055576 -0.007 0.016 -0.007 -0.16
```
Forces are in eV/Å.

Summary:
HOMO-LUMO gap (alpha / beta), eV: 4.391 / 4.375
E_HOMO (alpha / beta), eV: -11.234 / -11.230
Maximum force, eV/Å: 0.99
Energy relative to the best compared isomer or geometry (same formula, charge and spin), eV: 4.855
LUMO level (alpha / beta), eV: -6.84 / -6.85
Charge: +1

[2]
Molecular formula: C18H30AsErF4N2
Method: DFT, ωB97M-V/def2-TZVPD

Geometry as XYZ:
```
56
Properties=species:S:1:pos:R:3:forces:R:3:nbo_charge:R:1
Er 1.364195 -0.449800 0.977514 0.390 -0.268 0.235 2.07
C 3.449064 1.910604 1.617551 0.937 0.170 1.230 -0.62
C 2.329758 2.063919 2.674545 -0.366 0.864 -1.541 -0.25
N 1.061894 1.584711 2.098445 -0.558 -1.444 0.519 -0.57
C 0.495568 2.416109 0.996892 2.782 0.907 -0.122 -0.24
C 0.374350 3.914983 1.323953 -0.589 -0.895 0.051 -0.63
C 0.076796 1.341582 3.154297 -2.206 -0.332 -0.981 -0.24
C -1.159643 0.594638 2.517744 0.363 0.606 1.021 -0.24
N -0.593478 -0.436596 1.622511 -1.320 0.904 0.439 -0.89
C -1.440677 -1.441091 1.183239 0.456 -3.462 0.101 0.05
C -0.833158 -2.756140 0.980765 1.696 3.529 0.029 0.26
F 0.613584 -2.728547 1.083957 -0.631 0.237 0.054 -0.38
C -1.411341 -3.826814 0.439619 -1.582 -1.115 0.430 0.35
F -0.763047 -4.939689 0.162140 0.316 -0.108 -0.017 -0.27
C -2.801120 -3.784688 0.332744 -0.886 -0.603 -1.086 -0.33
C -3.490555 -2.597556 0.458075 2.878 -0.466 0.949 0.38
F -4.729049 -2.453978 0.197127 -2.191 -0.142 -0.308 -0.24
C -2.809340 -1.488508 0.956964 0.724 1.023 0.390 0.32
F -3.514453 -0.400670 1.230517 -0.516 0.712 -0.132 -0.30
H 4.445232 2.239490 2.028851 -1.000 -0.418 -0.432 0.29
H 3.317451 2.406649 0.664823 -0.289 0.488 0.029 0.24
H 3.591081 0.843499 1.350110 0.165 -0.076 0.246 0.14
H 2.051061 3.054202 2.986209 0.987 0.947 -0.010 0.23
H 2.541301 1.592894 3.610974 0.217 -0.930 0.331 0.24
H -0.496375 2.105433 0.773542 -0.414 -0.800 -0.546 0.24
H 1.266749 2.255184 0.179736 -1.302 0.251 0.139 0.19
H -0.376525 3.888856 2.125361 0.024 0.747 -0.196 0.22
H -0.061434 4.401962 0.414980 0.672 0.012 1.013 0.26
H 1.297103 4.336431 1.747417 -0.412 0.260 -0.742 0.23
H -0.211872 2.256422 3.684358 -0.007 -0.107 -0.102 0.23
H 0.413958 0.629075 3.869061 0.969 -0.369 0.686 0.22
H -1.911372 1.289483 2.107963 0.467 -0.293 -0.483 0.22
H -1.699956 0.122420 3.346758 0.129 -0.092 -0.093 0.23
H -3.346647 -4.692271 0.072990 0.203 0.203 -0.154 0.28
C 1.661153 1.757641 -2.564808 -1.507 0.277 1.320 -0.61
C 1.367227 0.403384 -3.088528 -0.489 -1.859 -1.852 -0.67
As 0.668257 -0.853269 -1.734562 0.238 0.453 -0.908 0.72
C 1.063209 -2.661183 -2.402145 -0.978 0.133 1.107 -0.66
C -0.197593 -3.406894 -2.769371 -0.340 0.660 -3.528 -0.64
C -1.227192 -0.548848 -1.975354 -0.085 -0.548 -2.131 -0.69
C -1.644646 0.811234 -1.524251 -0.781 0.248 -0.022 -0.61
H 2.004624 2.405916 -3.315198 0.143 0.994 -1.214 0.25
H 2.486426 1.708839 -1.882126 0.395 0.031 0.851 0.19
H 0.736129 2.178066 -2.071224 1.385 -0.026 -0.510 0.20
H 2.296467 -0.094708 -3.451312 -0.637 0.397 0.008 0.24
H 0.605487 0.399726 -3.964173 1.247 0.004 1.456 0.26
H 1.538535 -3.216169 -1.606378 0.398 0.061 0.330 0.23
H 1.745749 -2.591703 -3.214185 0.561 0.143 -0.693 0.25
H -1.102246 -3.180922 -2.279831 -0.747 0.256 1.382 0.21
H -0.030289 -4.460527 -2.748289 0.061 -0.742 0.000 0.25
H -0.526340 -3.135857 -3.846521 0.815 -0.568 1.407 0.23
H -1.766868 -1.267571 -1.414332 -0.472 -0.875 0.408 0.23
H -1.459383 -0.739351 -3.048489 0.339 0.076 0.597 0.25
H -1.602056 0.655842 -0.465518 -0.042 0.924 0.977 0.19
H -2.736146 1.003089 -1.760739 1.463 0.127 -0.055 0.26
H -0.919608 1.581068 -1.844398 -1.074 -0.108 0.122 0.20
```
Forces are in eV/Å.

Summary:
HOMO-LUMO gap (alpha / beta), eV: 7.421 / 7.504
Expectation value of S²: 3.753
E_HOMO (alpha / beta), eV: -14.591 / -14.589
Maximum force, eV/Å: 3.91
LUMO level (alpha / beta), eV: -7.17 / -7.09
Multiplicity: 4
Charge: +2

[3]
Molecular formula: C18H30ClHgN2Si2
Method: DFT, ωB97M-V/def2-TZVPD

Geometry as XYZ:
```
54
Properties=species:S:1:pos:R:3:forces:R:3:nbo_charge:R:1
Hg 1.586930 1.802069 -1.517126 0.019 -0.010 -0.049 0.02
C 0.632025 -2.023527 1.726686 0.182 -0.229 -0.345 -1.11
Si -0.497944 -0.559791 1.957186 -0.083 0.141 0.083 1.61
C -1.951226 -1.164260 2.962043 -0.339 -0.071 0.110 -1.11
C 0.453983 0.741856 2.893436 0.135 0.231 0.177 -1.11
C -1.089882 0.267814 0.408587 0.143 0.223 -0.088 -1.02
Si -2.389950 0.000039 -0.879367 -0.049 0.083 -0.025 1.60
C -1.883039 -1.085703 -2.313665 0.230 -0.217 -0.095 -1.11
C -3.933232 -0.747164 -0.143561 -0.215 -0.156 0.211 -1.11
C -2.816587 1.671986 -1.607163 -0.107 0.246 -0.079 -1.12
H 0.894088 -2.402313 2.720776 0.016 -0.008 -0.105 0.24
H 1.557433 -1.747406 1.205817 -0.137 -0.070 0.101 0.24
H 0.156083 -2.838616 1.166171 0.089 0.109 0.097 0.23
H -1.590200 -1.694526 3.851350 -0.089 0.066 -0.076 0.23
H -2.571828 -1.860872 2.381008 0.129 0.132 0.170 0.23
H -2.593434 -0.336713 3.292469 0.109 -0.178 -0.067 0.24
H 0.960781 0.332527 3.775678 -0.077 0.064 -0.109 0.23
H -0.204362 1.557200 3.221396 0.132 -0.121 -0.057 0.24
H 1.212839 1.180002 2.231261 -0.097 -0.050 0.138 0.24
H -0.622577 1.258663 0.316766 -0.017 -0.212 -0.035 0.23
H -1.721424 -2.130387 -2.018418 -0.003 0.165 -0.054 0.23
H -0.972588 -0.718220 -2.800453 -0.101 -0.064 0.040 0.24
H -2.694886 -1.064084 -3.051342 0.122 -0.047 0.066 0.24
H -3.726747 -1.704882 0.353297 -0.075 0.183 -0.126 0.23
H -4.663923 -0.929791 -0.940682 0.039 0.012 0.132 0.24
H -4.390667 -0.076239 0.594961 0.063 -0.146 -0.111 0.24
H -1.902640 2.231907 -1.846378 -0.158 -0.059 0.015 0.24
H -3.414115 2.270853 -0.905582 0.099 -0.089 -0.185 0.22
H -3.397641 1.566105 -2.532174 0.071 0.022 0.156 0.24
Cl 1.328584 7.036784 2.516907 -0.013 -0.019 -0.009 0.01
C 0.240782 5.850046 1.873236 0.032 0.028 0.021 -0.07
C -1.120394 6.082740 1.850805 -0.091 0.116 0.031 -0.19
C -1.941877 5.098539 1.327760 -0.095 0.068 0.019 -0.24
C -1.366585 3.931691 0.853453 0.242 -0.041 0.024 0.03
N -0.049997 3.710685 0.871855 -0.108 0.124 0.117 -0.41
C 0.739628 4.657026 1.376456 -0.017 -0.248 -0.130 0.02
H -1.522444 7.012746 2.232350 0.018 -0.035 -0.009 0.23
H -3.015604 5.240209 1.288959 0.077 -0.031 0.000 0.23
H -1.980858 3.138005 0.441906 0.073 0.071 0.051 0.20
H 1.809381 4.462719 1.387704 -0.117 0.008 -0.017 0.21
C 3.941982 -5.349205 -2.554436 -0.007 0.091 0.002 -0.64
C 3.587049 -3.911828 -2.276182 0.075 -0.128 -0.004 0.03
C 4.533573 -2.897392 -2.344711 0.076 -0.012 -0.046 -0.27
C 4.152129 -1.589046 -2.086182 -0.134 0.100 0.026 0.04
N 2.908015 -1.234620 -1.760673 0.124 -0.193 0.004 -0.44
C 2.003306 -2.213487 -1.686360 0.172 0.122 -0.006 0.04
C 2.290234 -3.544682 -1.937310 -0.156 -0.103 0.043 -0.26
H 5.022204 -5.491883 -2.592375 -0.048 0.015 0.005 0.22
H 3.525385 -5.668206 -3.512193 0.007 0.014 0.014 0.23
H 3.532532 -6.005725 -1.785469 0.013 0.015 -0.013 0.22
H 5.564913 -3.122190 -2.598643 -0.088 0.029 0.028 0.22
H 4.882523 -0.783271 -2.139387 -0.100 -0.099 0.006 0.19
H 1.004793 -1.911199 -1.393930 -0.090 0.018 -0.037 0.20
H 1.505474 -4.294984 -1.856519 0.125 0.136 -0.010 0.21
```
Forces are in eV/Å.

Summary:
HOMO-LUMO gap (alpha / beta), eV: 8.807 / 7.702
Expectation value of S²: 0.754
E_HOMO (alpha / beta), eV: -8.063 / -8.335
Maximum force, eV/Å: 0.45
LUMO level (alpha / beta), eV: 0.74 / -0.63
Multiplicity: 2
Charge: 0

[4]
Molecular formula: C18H30GaN3O
Method: DFT, ωB97M-V/def2-TZVPD

Geometry as XYZ:
```
53
Properties=species:S:1:pos:R:3:forces:R:3:mulliken_charge:R:1
C -1.510605 1.138699 -1.664484 -0.811 0.163 -1.949 -0.99
H -2.577227 1.270154 -1.466001 0.117 0.174 0.099 0.78
H -1.127879 2.040815 -2.148214 -0.061 0.025 0.265 0.47
H -1.231397 2.568708 -0.189068 -0.111 0.317 0.571 -0.17
C -1.271124 -0.059436 -2.579803 0.464 -1.106 0.602 0.34
H -0.214583 -0.359770 -2.504855 -0.190 -0.093 -0.143 -0.23
H -1.875431 -0.910724 -2.227714 0.138 0.281 -0.100 0.21
C -1.594719 0.188566 -4.060108 -0.119 0.452 -0.023 -1.51
H -1.567471 -0.753113 -4.620985 0.019 0.145 0.227 0.41
H -2.595399 0.621958 -4.181979 0.231 -0.082 0.010 0.37
H -0.862240 0.865187 -4.515907 -0.200 -0.051 0.096 0.33
C 1.793815 -0.150731 0.713167 -0.001 0.804 0.152 -0.58
C 2.050580 -0.539403 -0.606285 0.487 0.832 -1.599 1.00
C 1.976293 0.611505 -1.448322 0.675 -1.919 0.188 0.33
C 1.678883 1.728664 -0.654234 -0.154 0.402 1.290 -0.50
C 1.402564 1.258785 0.709666 -1.036 -0.003 -0.639 2.83
C 1.528431 2.133492 1.914606 0.303 0.362 0.711 -1.77
C 1.725078 3.150080 -1.073767 -0.364 0.135 -0.119 -1.49
C 2.287472 0.652007 -2.899027 -0.161 -0.052 -0.453 -1.53
C 2.492753 -1.892401 -1.034239 -0.190 -0.485 -0.185 -1.62
C 2.046167 -0.952861 1.924488 -0.396 -0.262 0.339 -1.61
Ga -0.750387 1.112847 0.297578 0.978 0.216 0.904 0.67
H 1.176633 3.797868 -0.378195 0.214 -0.148 -0.152 0.32
H 2.771709 3.501873 -1.107076 -0.275 -0.147 0.007 0.40
H 1.300765 3.293358 -2.081145 0.253 -0.084 0.264 0.38
H 1.155920 3.146268 1.717108 0.080 -0.231 0.114 0.42
H 0.953333 1.730596 2.757430 0.173 0.196 -0.149 0.39
H 2.581507 2.217392 2.233094 -0.339 0.047 -0.096 0.36
H 1.742911 -2.000360 1.791460 0.179 0.176 -0.025 0.37
H 3.119836 -0.956849 2.176371 -0.226 0.034 -0.153 0.39
H 1.513867 -0.546803 2.790241 0.139 -0.023 -0.083 0.35
H 2.256897 -2.072714 -2.090762 0.115 -0.001 0.226 0.37
H 3.577511 -2.027673 -0.916443 -0.234 0.087 -0.014 0.38
H 2.003440 -2.677064 -0.442278 0.169 0.107 -0.103 0.41
H 1.626895 1.349162 -3.435726 0.212 -0.142 0.138 0.40
H 3.322810 0.981290 -3.078663 -0.249 -0.066 0.088 0.37
H 2.174481 -0.337930 -3.357927 0.085 0.261 0.064 0.32
C -2.685551 -0.313226 4.436205 -0.203 0.226 0.486 -0.83
N -2.372026 -0.931174 3.140754 -0.117 -0.509 -0.081 0.15
C -2.683242 -2.243875 2.857698 0.457 0.658 -0.561 -0.13
C -2.313374 -2.787270 1.657239 -0.578 -0.674 0.863 -1.10
C -1.600939 -2.011130 0.730490 0.971 0.881 -1.008 1.33
N -1.441341 -0.684783 0.971115 -0.022 -0.498 0.711 -0.14
C -1.775789 -0.173759 2.195684 0.211 1.554 -0.068 0.30
O -1.505333 1.062226 2.374992 -0.111 -1.702 -1.037 -0.73
N -1.024286 -2.522485 -0.370072 -0.478 -0.073 0.563 -0.17
H -3.261597 -1.033467 5.019343 0.080 0.145 -0.075 0.31
H -3.274786 0.599716 4.290988 0.164 -0.294 -0.051 0.33
H -1.769571 -0.057134 4.981164 -0.171 -0.110 -0.252 0.32
H -3.207757 -2.754922 3.663605 0.143 -0.127 -0.395 0.41
H -2.520265 -3.822026 1.413482 -0.048 0.068 0.219 0.47
H -1.186444 -3.487649 -0.627365 0.048 0.157 0.086 0.26
H -0.459785 -1.960485 -0.997322 -0.259 -0.022 0.229 -0.12
```
Forces are in eV/Å.

Summary:
HOMO-LUMO gap (alpha / beta), eV: 6.572 / 6.541
E_HOMO (alpha / beta), eV: -14.980 / -14.951
Maximum force, eV/Å: 2.12
Energy relative to the best compared isomer or geometry (same formula, charge and spin), eV: 0.000
LUMO level (alpha / beta), eV: -8.41 / -8.41
Charge: +2

Which of these has the lowest charge?
C18H30ClHgN2Si2